Entry from the OMol25 dataset: C4H10ClNO in the gas phase at a distorted geometry (ωB97M-V with the def2-TZVPD basis set).

Structure (ORCA input):
```
! RIJCOSX wB97M-V def2-TZVPD def2/J DEFGRID3
* xyz 0 1
C -0.84 1.65 0.39
C 0.10 -2.02 -0.14
C 1.31 -0.07 0.50
C -1.06 0.28 -0.21
N 0.00 -0.62 0.20
O -1.23 0.31 -1.59
Cl -2.72 -0.32 0.41
H -1.75 2.18 0.59
H -0.34 2.22 -0.24
H -0.26 1.61 1.33
H 0.94 -2.51 0.43
H -0.71 -2.67 0.28
H 0.27 -2.26 -1.20
H 1.15 0.99 0.64
H 1.68 -0.83 1.21
H 2.01 -0.09 -0.41
H -2.12 0.11 -1.85
*
```

Energy relative to the best compared isomer or geometry (same formula, charge and spin), kJ/mol: 208.8
Frontier orbital gap, eV: 9.5950
Electronic energy, eV: -20368.851


Entry from the OMol25 dataset: a molecular structure, C4H10CsO2 (ωB97M-V with the def2-TZVPD basis set).

Structure (ORCA input):
```
! RIJCOSX wB97M-V def2-TZVPD def2/J DEFGRID3
* xyz 1 1
Cs -0.10 -2.49 2.21
C -0.08 1.38 1.78
O 0.77 0.27 1.52
C 1.41 0.30 0.25
C 0.46 0.05 -0.90
O -0.38 -1.04 -0.62
C -1.36 -1.23 -1.62
H -0.25 1.41 2.85
H -1.03 1.28 1.25
H 0.41 2.31 1.48
H 2.17 -0.47 0.29
H 1.88 1.28 0.10
H 1.08 -0.15 -1.79
H -0.12 0.96 -1.12
H -1.77 -2.23 -1.52
H -0.93 -1.13 -2.62
H -2.17 -0.50 -1.53
*
```

Energy relative to the best compared isomer or geometry (same formula, charge and spin), kJ/mol: 1.8
Frontier orbital gap, eV: 10.2881
Electronic energy, eV: -8947.198


Entry from the OMol25 dataset: a molecular structure, C4H10F20HfNO6P3S2 at a distorted geometry (ωB97M-V with the def2-TZVPD basis set).

Structure (ORCA input):
```
! RIJCOSX wB97M-V def2-TZVPD def2/J DEFGRID3
* xyz 0 1
Hf 0.61 0.01 0.15
P 2.91 -1.93 -0.89
F 3.04 -0.78 0.30
F 1.49 -2.22 -0.14
F 2.12 -0.67 -1.57
F 2.55 -2.99 -2.00
F 4.28 -1.51 -1.55
F 3.60 -2.89 0.18
P 2.36 2.61 0.65
F 0.79 2.25 0.86
F 2.38 1.61 -0.64
F 2.05 3.97 -0.10
F 3.95 2.81 0.58
F 2.42 3.44 2.03
F 2.45 1.23 1.51
P 0.26 -1.11 3.09
F 1.01 -0.62 4.41
F 0.31 0.40 2.47
F 1.73 -1.12 2.30
F -0.31 -1.47 1.63
F 0.27 -2.64 3.50
F -1.20 -0.89 3.70
N -0.23 0.98 -1.72
S -0.72 2.38 -2.31
O -2.13 2.54 -2.54
O 0.20 3.26 -2.95
F -0.65 3.11 -0.84
S -0.79 0.33 -3.32
O -0.29 0.89 -4.53
O -2.04 -0.37 -3.29
F 0.24 -0.88 -3.07
C -1.08 -2.72 -1.36
O -1.10 -1.49 -0.64
C -2.46 -1.16 -0.34
C -2.62 -0.32 0.92
O -1.64 0.70 0.89
C -2.00 1.78 1.76
H -0.09 -2.99 -1.70
H -1.76 -2.69 -2.22
H -1.39 -3.52 -0.67
H -3.09 -2.03 -0.13
H -2.95 -0.70 -1.20
H -2.71 -0.92 1.83
H -3.64 0.09 0.91
H -3.05 2.06 1.74
H -1.37 2.65 1.56
H -1.69 1.53 2.77
*
```

Energy relative to the best compared isomer or geometry (same formula, charge and spin), kJ/mol: 183.4
Frontier orbital gap, eV: 9.2558
Electronic energy, eV: -123293.307


Repeat the third record exactly.
Entry from the OMol25 dataset: a molecular structure, C4H10F20HfNO6P3S2 at a distorted geometry (ωB97M-V with the def2-TZVPD basis set).

Structure (ORCA input):
```
! RIJCOSX wB97M-V def2-TZVPD def2/J DEFGRID3
* xyz 0 1
Hf 0.61 0.01 0.15
P 2.91 -1.93 -0.89
F 3.04 -0.78 0.30
F 1.49 -2.22 -0.14
F 2.12 -0.67 -1.57
F 2.55 -2.99 -2.00
F 4.28 -1.51 -1.55
F 3.60 -2.89 0.18
P 2.36 2.61 0.65
F 0.79 2.25 0.86
F 2.38 1.61 -0.64
F 2.05 3.97 -0.10
F 3.95 2.81 0.58
F 2.42 3.44 2.03
F 2.45 1.23 1.51
P 0.26 -1.11 3.09
F 1.01 -0.62 4.41
F 0.31 0.40 2.47
F 1.73 -1.12 2.30
F -0.31 -1.47 1.63
F 0.27 -2.64 3.50
F -1.20 -0.89 3.70
N -0.23 0.98 -1.72
S -0.72 2.38 -2.31
O -2.13 2.54 -2.54
O 0.20 3.26 -2.95
F -0.65 3.11 -0.84
S -0.79 0.33 -3.32
O -0.29 0.89 -4.53
O -2.04 -0.37 -3.29
F 0.24 -0.88 -3.07
C -1.08 -2.72 -1.36
O -1.10 -1.49 -0.64
C -2.46 -1.16 -0.34
C -2.62 -0.32 0.92
O -1.64 0.70 0.89
C -2.00 1.78 1.76
H -0.09 -2.99 -1.70
H -1.76 -2.69 -2.22
H -1.39 -3.52 -0.67
H -3.09 -2.03 -0.13
H -2.95 -0.70 -1.20
H -2.71 -0.92 1.83
H -3.64 0.09 0.91
H -3.05 2.06 1.74
H -1.37 2.65 1.56
H -1.69 1.53 2.77
*
```

Energy relative to the best compared isomer or geometry (same formula, charge and spin), kJ/mol: 183.4
Frontier orbital gap, eV: 9.2558
Electronic energy, eV: -123293.307